The following is a DFT calculation (the ωB97M-V functional and the def2-TZVPD basis) of an isolated molecule of C4H10N2O2 in a non-equilibrium geometry.

Computed properties:
Energy relative to the best compared isomer or geometry (same formula, charge and spin), kJ/mol: 127.45
Total charge: 0
E_HOMO, eV: -9.28
SMILES string: NCCNCC(=O)O
Lowest unoccupied orbital energy, eV: 0.7
Total energy, eV: -11385.5819
HOMO-LUMO gap, eV: 10.0043

XYZ file:
```
18
Properties=species:S:1:pos:R:3:lowdin_charge:R:1
N 1.22792 -1.46384 0.74108 -0.001
C 1.43531 -0.03505 0.64539 -0.282
C 1.07789 0.43238 -0.75815 -0.231
N -0.29052 0.06979 -1.11467 -0.069
C -1.33270 0.88792 -0.52294 -0.126
C -2.21941 0.20441 0.50626 -0.526
O -3.27951 0.68491 0.81794 0.089
O -1.80865 -0.94305 1.05394 0.102
H 1.46843 -1.91734 -0.13224 0.079
H 1.73819 -1.87374 1.50462 0.078
H 2.43537 0.33099 0.84878 0.106
H 0.76175 0.46315 1.35318 0.110
H 1.26178 1.50795 -0.85271 0.115
H 1.72655 -0.12852 -1.43125 0.115
H -0.38678 -0.05602 -2.10701 0.111
H -0.89972 1.77871 -0.07667 0.127
H -2.02090 1.26864 -1.26112 0.125
H -0.89499 -1.21130 0.78557 0.077
```


The following is a DFT calculation (the ωB97M-V functional and the def2-TZVPD basis) of the ion C4H10N2O2 with charge +1 in a non-equilibrium geometry.

Computed properties:
Energy relative to the best compared isomer or geometry (same formula, charge and spin), kJ/mol: 206.43
Total charge: +1
E_HOMO (alpha / beta), eV: -13.93 / -13.91
2S+1: 2
Lowest unoccupied orbital energy (alpha / beta), eV: -3.8 / -9.4
Total energy, eV: -11375.9722
HOMO-LUMO gap (alpha / beta), eV: 10.1011 / 4.5344

XYZ file:
```
18
Properties=species:S:1:pos:R:3:lowdin_charge:R:1
C 0.26303 -0.27069 -0.81919 -0.125
C 1.00773 0.96188 -0.27903 -0.122
C 2.52823 0.82385 -0.47386 -0.246
O 3.07679 -0.38308 0.02240 -0.049
N -0.64484 -0.90145 0.16310 0.169
C -1.82707 -0.30452 0.48452 -0.463
N -2.46233 0.47462 -0.42814 0.244
O -2.28788 -0.45296 1.63797 0.328
H -0.27834 -0.04490 -1.72803 0.123
H 0.93299 -1.09817 -1.06318 0.138
H 0.90330 1.01828 0.79825 0.122
H 0.70223 1.86570 -0.78893 0.124
H 3.03289 1.61701 0.07796 0.127
H 2.85061 0.96886 -1.50868 0.126
H 2.44625 -1.08390 0.21602 0.069
H -0.17554 -1.14890 0.97913 0.142
H -3.37856 0.80123 -0.13762 0.146
H -2.51714 0.06410 -1.35668 0.146
```


The following is a DFT calculation (the ωB97M-V functional and the def2-TZVPD basis) of an isolated molecule of C4H10N2O2S2 in a non-equilibrium geometry.

Computed properties:
Energy relative to the best compared isomer or geometry (same formula, charge and spin), kJ/mol: 252.35
Total charge: 0
E_HOMO, eV: -8.94
Lowest unoccupied orbital energy, eV: 0.4
Total energy, eV: -33051.3630
HOMO-LUMO gap, eV: 9.3846

XYZ file:
```
20
Properties=species:S:1:pos:R:3:lowdin_charge:R:1
C 1.90559 1.08778 2.01375 -0.147
C 1.64454 0.58534 0.60719 -0.232
C 0.38499 1.10607 2.14867 -0.228
C -2.32673 -1.03695 -2.69330 -0.252
N 0.18234 0.61045 0.78118 -0.328
N -0.01449 -0.99711 -3.82279 -0.354
O -0.41706 0.52157 -1.61900 -0.696
O -2.11720 1.19274 0.13502 -0.453
S -0.52488 -1.09073 -2.34704 0.889
S -0.74006 1.48101 -0.31960 0.885
H 2.26997 0.21172 2.61858 0.124
H 2.30740 2.14076 2.10358 0.128
H 2.04295 1.38698 -0.16299 0.147
H 1.92927 -0.44224 0.42473 0.105
H 0.02550 0.39014 2.86982 0.099
H -0.15741 2.07612 2.42142 0.133
H -2.80248 -0.44291 -1.96103 0.009
H -2.76822 -2.00278 -2.94930 0.051
H -2.64682 -0.46311 -3.63099 0.089
H 0.99536 -1.39005 -3.94380 0.031
```


The following is a DFT calculation (the ωB97M-V functional and the def2-TZVPD basis) of an isolated molecule of C4H10N2O3 in a non-equilibrium geometry.

Computed properties:
Energy relative to the best compared isomer or geometry (same formula, charge and spin), kJ/mol: 767.60
Total charge: 0
E_HOMO, eV: -8.22
SMILES string: COCON(C)/C=N\O
Lowest unoccupied orbital energy, eV: 0.7
Total energy, eV: -13425.9007
HOMO-LUMO gap, eV: 8.9188

XYZ file:
```
19
Properties=species:S:1:pos:R:3:lowdin_charge:R:1
C -0.20575 -2.21401 -1.52449 -0.070
O -0.08233 -0.88631 -2.24284 -0.114
C -0.62964 0.03002 -1.45134 -0.292
O 0.42597 0.25093 -0.50363 -0.117
N 0.18746 1.21280 0.52756 -0.138
C 1.12815 2.43213 0.25762 0.006
C -0.26485 0.87711 1.75931 -0.242
N -0.47421 -0.24253 2.27830 -0.030
O -0.18460 -1.27081 1.46375 -0.115
H -1.37918 -2.51576 -1.31327 0.134
H 0.04564 -3.01523 -2.38896 0.109
H 0.50319 -2.52089 -0.50548 0.157
H -0.87570 0.90844 -1.94491 0.123
H -1.47149 -0.37642 -0.94473 0.119
H 2.21813 2.05169 0.15939 0.114
H 0.64653 2.97877 -0.64964 0.104
H 0.95554 3.15510 1.09288 0.076
H -0.22740 1.82724 2.28345 0.124
H 0.15214 -0.78667 0.58535 0.053
```


The following is a DFT calculation (the ωB97M-V functional and the def2-TZVPD basis) of an isolated molecule of C4H10N2O3 in a non-equilibrium geometry.

Computed properties:
Energy relative to the best compared isomer or geometry (same formula, charge and spin), kJ/mol: 303.94
Total charge: 0
E_HOMO, eV: -9.64
SMILES string: CC(=O)[N@H+](N)[C@@](C)([O-])O
Lowest unoccupied orbital energy, eV: 0.7
Total energy, eV: -13430.7061
HOMO-LUMO gap, eV: 10.3557

XYZ file:
```
19
Properties=species:S:1:pos:R:3:lowdin_charge:R:1
C -2.02853 -0.26003 1.18594 0.002
C -1.27154 0.55303 0.16716 -0.459
O -1.72540 1.47948 -0.46060 0.074
N 0.27510 0.65381 0.53995 -0.030
N 0.92731 1.81943 0.04073 0.075
C 0.87209 -0.88156 -0.16252 -0.523
C 1.96634 -0.68915 -1.17516 -0.009
O 0.89521 -1.68662 0.74873 0.011
O -0.56309 -0.91139 -1.09966 -0.096
H -2.91424 -0.67085 0.69977 0.096
H -1.42361 -1.07229 1.58641 0.076
H -2.35120 0.40398 1.99159 0.096
H 0.49805 0.48573 1.52029 0.158
H 0.67961 1.86788 -0.94807 0.092
H 0.44635 2.61938 0.45347 0.094
H 2.20867 -1.66869 -1.58478 0.096
H 1.67088 -0.01959 -1.98032 0.077
H 2.84890 -0.28860 -0.67253 0.090
H -1.01087 -1.73395 -0.85039 0.079
```


The following is a DFT calculation (the ωB97M-V functional and the def2-TZVPD basis) of a structure of composition C4H10N2O3 in a non-equilibrium geometry.

Computed properties:
Energy relative to the best compared isomer or geometry (same formula, charge and spin), kJ/mol: 1032.56
Total charge: 0
E_HOMO, eV: -9.23
Lowest unoccupied orbital energy, eV: 0.2
Total energy, eV: -13423.1546
HOMO-LUMO gap, eV: 9.4500

XYZ file:
```
19
Properties=species:S:1:pos:R:3:lowdin_charge:R:1
C 1.30267 1.41801 1.17819 -0.169
C 0.66286 0.00267 1.15139 -0.076
C -1.29886 -0.44953 -0.37225 -0.087
C -1.61067 -0.91753 -1.71574 -0.210
H 1.14726 3.14974 2.31689 0.254
H 0.78617 2.20473 0.34964 0.183
H 2.09727 1.60202 1.39188 -0.054
H 0.19263 -0.15346 1.99401 0.059
H 1.44314 -0.80486 1.51310 0.173
H -1.64336 -0.89114 0.39943 0.074
H -1.50442 0.55715 -0.21053 0.124
H -1.09916 -0.40090 -2.47589 0.116
H -2.61900 -1.20175 -1.71404 0.121
H -0.51296 -2.28032 -2.20619 -0.038
N 0.14680 -0.46577 -0.15285 -0.136
N 0.84774 -0.52340 -1.14429 -0.048
O 0.85139 1.94653 2.49317 -0.199
O -1.30626 -2.28593 -1.91718 0.016
O 2.11675 -0.50625 -0.87873 -0.103
```


The following is a DFT calculation (the ωB97M-V functional and the def2-TZVPD basis) of a cluster of 2 separate species, C4H10N2O3 in total in a non-equilibrium geometry.

Computed properties:
Energy relative to the best compared isomer or geometry (same formula, charge and spin), kJ/mol: 376.05
Total charge: 0
E_HOMO, eV: -9.56
SMILES string: CC(=O)N(C)C.O=NO
Lowest unoccupied orbital energy, eV: 0.0
Total energy, eV: -13429.9588
HOMO-LUMO gap, eV: 9.5213

XYZ file:
```
19
Properties=species:S:1:pos:R:3:lowdin_charge:R:1
C -0.99734 0.15815 -1.80189 -0.001
C -0.83169 -0.23127 -0.35548 -0.470
O -1.40287 -1.21116 0.12062 0.003
N 0.03127 0.58361 0.43943 -0.166
C 0.27268 1.97650 0.08147 -0.063
C 0.05884 0.31202 1.86925 -0.060
H -0.03050 0.28949 -2.29224 0.089
H -1.57838 1.08138 -1.86654 0.089
H -1.53452 -0.63911 -2.32169 0.092
H 0.42822 2.09552 -0.99115 0.078
H -0.59147 2.58006 0.37469 0.094
H 1.14660 2.34738 0.62368 0.089
H -0.00634 -0.76141 2.05817 0.082
H -0.79344 0.79376 2.35575 0.095
H 0.99523 0.69076 2.28882 0.090
O 2.72603 -2.76658 -0.19593 0.022
N 1.74884 -2.05131 -0.25294 -0.019
O 0.49289 -2.84730 -0.36838 -0.069
H -0.13403 -2.40049 0.23438 0.026
```


The following is a DFT calculation (the ωB97M-V functional and the def2-TZVPD basis) of a cluster of 2 separate species, C4H10N2O4S in total in a non-equilibrium geometry.

Computed properties:
Energy relative to the best compared isomer or geometry (same formula, charge and spin), kJ/mol: 86.73
Total charge: 0
E_HOMO, eV: -9.36
Lowest unoccupied orbital energy, eV: 0.3
Total energy, eV: -26313.8322
HOMO-LUMO gap, eV: 9.6671

XYZ file:
```
21
Properties=species:S:1:pos:R:3:lowdin_charge:R:1
C -0.04806 -1.93358 -0.34495 -0.773
C -2.80046 1.86520 0.01525 -0.243
C 2.02866 -0.13258 -0.99415 -0.177
C 1.33156 -1.11061 -0.10062 -0.163
N 2.42275 0.98421 -0.07723 -0.005
N 1.78285 -1.20854 1.09407 0.194
O -0.56415 -1.63697 -1.37172 0.014
O -0.21593 -2.62736 0.60887 0.036
O -2.64019 -0.48939 0.43856 -0.273
O -0.47329 0.65612 0.61691 -0.463
S -1.64435 0.54186 -0.30161 0.884
H -3.82990 1.38243 0.04954 0.075
H -2.74069 2.27488 1.09424 0.093
H -2.74427 2.67659 -0.67886 0.031
H 1.23902 0.16266 -1.76037 0.130
H 2.96222 -0.48730 -1.49564 0.138
H 2.99435 1.57505 -0.64084 0.056
H 1.58174 1.46284 0.25818 0.060
H 1.10698 -1.94586 1.68065 0.216
H -2.26616 -1.36758 0.38947 0.042
H 2.51733 -0.64207 1.52023 0.130
```


The following is a DFT calculation (the ωB97M-V functional and the def2-TZVPD basis) of the ion C4H10N2OS with charge -2 in a non-equilibrium geometry.

Computed properties:
Energy relative to the best compared isomer or geometry (same formula, charge and spin), kJ/mol: 4.22
Total charge: -2
E_HOMO, eV: 0.01
SMILES string: N[C@@H](C[S-])CNC[O-]
Lowest unoccupied orbital energy, eV: 5.9
Total energy, eV: -20171.1544
HOMO-LUMO gap, eV: 5.8608

XYZ file:
```
18
Properties=species:S:1:pos:R:3:lowdin_charge:R:1
N 1.87289 0.45053 -1.11261 -0.018
C 0.66198 -0.28766 -0.83410 -0.507
C 0.91410 -1.80228 -0.64537 -0.729
S 1.94741 -2.60057 -1.96142 -0.018
C -0.04901 0.29789 0.39856 -0.250
N -1.36283 0.90346 0.13184 -0.078
C -2.19596 1.11037 1.37881 -0.593
O -2.02064 2.30453 1.97409 -0.395
H 2.29255 0.08173 -1.95814 -0.004
H 2.57033 0.37632 -0.38348 0.048
H -0.02258 -0.17516 -1.67711 0.112
H -0.03860 -2.31697 -0.68405 0.021
H 1.40808 -1.95299 0.32108 0.030
H 0.61522 1.01140 0.92021 0.104
H -0.20957 -0.47499 1.15551 0.086
H -1.18029 1.87821 -0.10247 0.074
H -3.24952 0.94455 1.02321 0.053
H -1.95357 0.25162 2.05542 0.065
```


The following is a DFT calculation (the ωB97M-V functional and the def2-TZVPD basis) of an isolated molecule of C4H10N2OS in a non-equilibrium geometry.

Computed properties:
Energy relative to the best compared isomer or geometry (same formula, charge and spin), kJ/mol: 155.30
Total charge: 0
E_HOMO, eV: -9.31
SMILES string: NCC(=O)NCCS
Lowest unoccupied orbital energy, eV: 0.6
Total energy, eV: -20172.3133
HOMO-LUMO gap, eV: 9.9248

XYZ file:
```
18
Properties=species:S:1:pos:R:3:lowdin_charge:R:1
N -2.93154 -1.19423 -0.74138 -0.025
C -1.70034 -0.35339 -0.36920 -0.172
C -0.61021 -1.16691 0.28974 -0.520
O -0.83087 -2.27063 0.77368 0.031
N 0.64953 -0.70923 0.24143 0.039
C 1.21118 0.40381 -0.47794 -0.226
C 2.15952 1.31085 0.50363 -0.549
S 1.32963 1.99483 1.97177 0.686
H -2.82601 -1.62068 -1.70735 0.084
H -3.01311 -1.91024 0.00537 0.064
H -1.34720 0.29174 -1.23704 0.115
H -2.09992 0.37748 0.46797 0.149
H 1.43188 -1.28938 0.58623 0.164
H 0.53516 0.91893 -0.99062 0.042
H 2.02567 -0.00387 -1.17007 0.135
H 2.61960 1.99427 -0.20433 0.056
H 3.00829 0.63314 0.82693 0.078
H 0.38875 2.59351 1.23118 -0.149
```